1.
A structure of composition C7H2NO4S2 at a distorted geometry. Source: OMol25; level of theory: the ωB97M-V functional and the def2-TZVPD basis.

XYZ file:
```
16
Properties=species:S:1:pos:R:3:forces:R:3:mulliken_charge:R:1
C 0.03351 1.19586 -0.95526 0.61 -0.61 -1.10 -0.4285
C 1.14181 1.65510 -0.29375 -2.33 -1.72 1.62 -0.6173
C -0.56912 -0.09561 -0.73781 -1.74 -0.26 -0.21 0.4589
C -0.31554 -0.82697 0.34152 4.97 3.74 2.97 0.1100
C 1.52648 1.13949 0.99574 -0.12 -0.97 -0.35 -0.0555
C 1.04508 -0.01045 1.53403 -2.32 -1.24 -2.53 0.1248
C -1.85024 -0.48220 -1.93950 1.56 -0.50 -0.21 0.5248
N -0.76656 -2.02477 0.83364 -1.52 -0.93 0.28 0.9173
O -2.93283 -0.08852 -1.57032 -0.26 0.30 0.38 -0.6128
O -1.56172 -2.56254 0.09705 -0.62 -1.03 -0.67 -0.5929
O -1.38070 -1.01233 -2.94894 -0.09 0.47 0.89 -0.6563
O -0.48984 -2.44397 1.94305 0.74 0.14 0.39 -0.6445
S 2.78770 1.63327 2.18180 -0.37 -0.25 -0.53 -0.1727
S 2.07928 -0.18900 2.96686 -0.70 -0.14 -0.38 -0.1286
H -0.39729 1.62677 -1.88261 0.91 0.32 0.72 0.3061
H 1.64997 2.48585 -0.56548 1.28 2.69 -1.27 0.4673
```
Positions in Å, forces in eV/Å.

Computed properties:
calculated total energy: -1419.892709 Ha
energy above the lowest of the compared OMol25 structures with the same formula, charge and spin: 0.0000 eV
total charge: -1
max |F|: 6.9 eV/A
Kohn-Sham gap: 0.2760 Ha
LUMO level: 2.37 eV

2.
A structure of composition C7H30BaO9 at a distorted geometry. Source: OMol25; level of theory: the ωB97M-V functional and the def2-TZVPD basis.

XYZ file:
```
47
Properties=species:S:1:pos:R:3:forces:R:3:mulliken_charge:R:1
Ba 0.08891 -0.14790 0.21014 1.84 0.64 -0.90 1.5029
O 2.69260 -0.01140 -0.39527 -0.27 0.57 0.37 -0.9354
H 3.29149 0.72184 -0.15397 -0.21 -0.62 -0.72 0.0366
O -1.01662 -1.15763 2.50652 -0.23 -0.22 0.34 -0.3791
H -1.85192 -1.56654 2.20720 -0.06 -0.19 0.36 0.3430
C 2.82904 1.05121 3.27488 0.58 0.83 1.27 -0.6846
O 2.09883 0.85631 2.15421 -2.12 -0.94 -2.32 -0.1633
H 2.13849 1.72539 3.78155 0.89 0.16 1.15 0.1979
H 3.04914 0.15373 3.85298 -0.23 -0.19 0.14 0.2685
H 3.78900 1.50632 3.03110 0.06 0.39 0.31 0.2821
H 2.58582 0.56925 1.37829 0.50 -0.56 -0.49 0.2147
C -3.52881 0.36915 -0.76888 0.23 0.86 0.43 -0.6612
O -2.21351 0.64062 -1.20975 0.83 -0.12 -0.20 -0.2890
H -4.10630 1.28153 -0.91779 -0.62 -0.39 -0.48 0.3065
H -3.89254 -0.54175 -1.24434 -0.45 0.19 0.29 0.3451
H -3.46396 0.32454 0.31827 -0.11 -0.62 0.10 0.1505
H -2.16989 0.47704 -2.15470 0.09 0.10 -0.14 0.1853
C -1.64900 2.79277 2.13062 -0.22 0.21 0.22 -0.7756
O -1.22947 1.48158 1.86851 0.16 -1.42 -0.70 -0.1329
H -1.15764 3.08916 3.05735 -0.23 0.61 -0.13 0.2804
H -1.34403 3.37034 1.25799 -0.03 0.22 0.34 0.1764
H -2.73595 2.82866 2.20385 0.02 0.26 0.16 0.3356
H -1.74370 0.82443 2.34317 -0.19 0.41 0.53 0.1974
C 1.28609 3.19541 -1.29203 2.94 1.36 -1.80 -0.8596
O 0.79939 2.73311 -0.08539 -1.33 -0.62 0.26 -0.1743
H 1.75624 4.15038 -1.05728 -0.06 0.43 -0.47 0.3848
H 2.14419 2.64602 -1.67923 -0.01 -0.75 0.59 0.2532
H 0.71498 3.32379 -2.21152 -1.27 -0.16 0.55 0.2998
H 0.46471 3.55452 0.28189 -0.24 -0.41 0.73 0.1901
C 1.77817 -3.75801 0.13546 -0.43 -0.05 0.43 -0.7121
O 1.70782 -2.36947 0.34444 -0.30 0.20 0.34 -0.2021
H 0.94089 -3.98892 -0.52313 0.25 -0.68 -0.27 0.1242
H 2.74815 -4.08321 -0.24070 -0.18 0.02 -0.24 0.3130
H 1.61698 -4.23790 1.10077 -0.02 -0.23 -0.05 0.2633
H 2.43385 -1.91017 -0.08396 0.65 0.88 -0.13 0.2374
C 0.10580 -0.32370 -3.70386 -0.16 -0.79 -0.11 -0.8575
O 0.71335 0.15200 -2.52857 -0.57 0.24 0.55 -0.1136
H -0.71490 -0.98151 -3.41781 -0.27 0.03 0.21 0.2080
H -0.32671 0.46677 -4.31719 0.36 0.12 -0.15 0.3196
H 0.76370 -0.99393 -4.25709 0.16 0.39 -0.32 0.3282
H 1.67126 0.20717 -2.55961 0.40 -0.09 0.08 0.1759
C -2.04003 -3.12132 -0.12938 -0.76 -0.64 -0.03 -0.4959
O -1.30209 -2.43755 -1.08882 0.78 0.91 -0.74 -0.2910
H -1.54041 -4.02075 0.23049 0.19 0.22 0.43 0.3295
H -2.24106 -2.37258 0.63683 -0.09 -0.44 0.21 -0.0512
H -3.00107 -3.45222 -0.52308 -0.20 0.08 -0.01 0.3057
H -0.93930 -3.01658 -1.76314 -0.04 -0.21 0.02 0.2227
```
Positions in Å, forces in eV/Å.

Computed properties:
calculated total energy: -987.020240 Ha
total charge: +1
2S+1: 2
max |F|: 3.7 eV/A
Kohn-Sham gap (spin up / spin down): 0.3196 / 0.1711 Ha
<S²>: 0.75
LUMO level (spin up / spin down): -2.77 / -6.80 eV

3.
A cluster of 8 separate species, C7H30O8 in total at a distorted geometry. Source: OMol25; level of theory: the ωB97M-V functional and the def2-TZVPD basis.

XYZ file:
```
45
Properties=species:S:1:pos:R:3:forces:R:3:mulliken_charge:R:1
C 23.25188 10.27107 22.65505 0.19 0.01 0.54 -0.7772
O 22.14629 9.60986 21.98984 0.96 1.03 0.99 -0.5396
H 23.39253 11.34710 22.55267 -0.69 0.27 -1.14 0.3241
H 23.11444 10.25772 23.73627 -0.34 -0.82 0.04 0.2957
H 24.24184 9.86282 22.45153 -0.22 -0.52 -0.22 0.3002
H 22.38663 9.29479 21.11545 0.27 0.20 -0.34 0.2695
C 18.53621 9.99739 22.73776 -0.27 0.27 -0.26 -1.2580
C 19.08742 8.91858 23.65693 0.89 -0.29 -1.42 0.3716
C 19.28343 7.57955 22.93360 -1.07 0.56 -0.04 -0.6947
O 20.36540 9.31825 24.08151 0.02 0.51 1.87 -0.5670
H 19.22941 10.23592 21.93112 0.34 -0.04 0.07 0.2487
H 18.38240 10.90282 23.32481 -0.05 0.08 -0.10 0.3245
H 17.61059 9.74703 22.21943 -0.25 -0.19 0.31 0.3839
H 18.40702 8.82493 24.50333 0.31 -0.14 0.26 0.3639
H 19.48703 6.76931 23.63370 -0.10 -0.01 -0.14 0.3526
H 20.09419 7.65218 22.20869 0.10 0.10 0.08 -0.1451
H 18.35730 7.44509 22.37476 -0.05 -0.78 -0.06 0.2874
H 20.91257 9.53925 23.32429 -0.02 -0.19 -0.50 0.4429
C 20.82083 3.48246 21.71877 -0.60 -0.60 0.82 -1.5098
C 21.77543 4.59438 21.27173 -2.55 -1.32 -1.43 1.6797
C 23.13841 4.41491 21.77805 1.06 0.67 0.84 -1.4825
O 21.75546 4.59573 19.85069 0.95 0.18 -0.96 -0.5827
H 19.78711 3.81408 21.62108 -0.05 0.15 0.04 0.3543
H 20.96957 3.17602 22.75418 0.00 0.40 0.32 0.3777
H 20.83594 2.51900 21.20923 0.64 0.22 -0.64 0.3569
H 21.23928 5.49891 21.55891 0.75 0.48 0.64 -0.4570
H 23.67401 3.51811 21.46664 -0.50 -0.23 -0.12 0.3448
H 22.99675 4.39999 22.85870 0.56 -0.05 0.17 0.3713
H 23.79420 5.24655 21.52032 -0.07 0.17 0.04 0.3478
H 20.85959 4.72283 19.52998 -0.21 -0.15 0.24 0.2576
O 20.49121 7.41907 18.75944 -0.62 -0.35 0.03 -0.5265
H 21.35448 7.38908 18.34703 0.04 -0.26 -0.12 0.3551
H 20.53549 8.16735 19.35471 0.05 0.28 0.18 0.3071
O 22.32778 9.33595 19.15660 0.08 0.47 0.47 -0.6123
H 22.44910 8.68199 18.46823 0.47 -0.24 -0.30 0.2685
H 22.28350 10.17041 18.68975 -0.06 0.34 0.04 0.2556
O 19.76163 7.38895 15.75723 0.14 0.23 -0.25 -0.6229
H 19.39794 6.97609 16.54050 -0.13 -0.05 0.41 0.3259
H 20.36295 6.73602 15.39899 0.00 -0.20 -0.21 0.2904
O 22.98074 7.37678 17.27328 0.10 0.00 0.13 -0.6823
H 22.60722 6.61995 16.82172 -0.09 -0.38 -0.05 0.2406
H 23.39862 7.88769 16.58005 0.16 0.23 -0.22 0.3075
O 18.77078 5.38534 19.23370 -0.32 -0.77 0.03 -0.6105
H 17.94716 5.86373 19.32871 -0.22 0.00 0.07 0.2935
H 19.43975 6.06776 19.17884 0.42 0.75 -0.12 0.3688
```
Positions in Å, forces in eV/Å.

Computed properties:
calculated total energy: -886.570077 Ha
energy above the lowest of the compared OMol25 structures with the same formula, charge and spin: 0.9088 eV
total charge: 0
max |F|: 3.2 eV/A
Kohn-Sham gap: 0.3368 Ha
SMILES: CC(C)O.CC(C)O.CO.O.O.O.O.O
LUMO level: -0.19 eV